No. 1
161
Properties=species:S:1:pos:R:3 method="wB97M-V/def2-TZVPD" total_charge=0 homo_ev=-10.245 gap_ev=10.14 e_tot_ev=-123717.6098 de_lowest_kcal_mol=0.0
C 14.383 21.490 8.328
O 13.301 20.602 8.596
H 15.278 20.913 8.069
H 14.135 22.210 7.548
H 14.659 22.051 9.221
H 12.911 20.371 7.750
C 15.455 20.496 14.675
O 16.231 19.331 14.852
H 15.980 21.190 14.020
H 14.469 20.281 14.254
H 15.281 21.057 15.601
H 15.740 18.726 15.415
C 19.802 26.005 12.749
O 20.859 25.330 12.053
H 18.857 25.495 12.597
H 19.992 25.934 13.830
H 19.769 27.064 12.500
H 21.620 25.909 12.156
C 18.712 26.622 6.308
C 17.387 26.370 5.606
C 17.152 24.949 5.053
O 15.891 24.567 5.603
C 15.427 25.522 6.432
O 14.415 25.445 7.042
O 16.276 26.570 6.498
H 18.919 27.687 6.347
H 19.512 26.159 5.723
H 18.650 26.089 7.253
H 17.287 27.083 4.783
H 17.915 24.235 5.357
H 17.095 24.994 3.967
C 13.952 19.113 11.464
C 15.262 18.861 10.754
C 16.385 19.785 11.204
O 17.534 18.939 11.133
C 17.124 17.644 11.238
O 17.861 16.744 11.467
O 15.795 17.554 11.051
H 13.972 18.901 12.533
H 13.147 18.512 11.046
H 13.741 20.176 11.319
H 15.077 18.902 9.678
H 16.232 20.065 12.248
H 16.482 20.651 10.554
C 20.199 22.116 4.797
C 21.508 22.654 4.296
C 21.483 23.287 2.897
O 22.090 24.557 3.065
C 22.288 24.805 4.379
O 22.689 25.841 4.808
O 21.978 23.732 5.125
H 19.870 21.325 4.112
H 19.407 22.861 4.861
H 20.306 21.608 5.754
H 22.259 21.862 4.322
H 20.458 23.405 2.533
H 22.008 22.654 2.185
C 17.931 19.015 4.240
C 17.380 19.432 5.576
C 15.842 19.363 5.686
O 15.603 18.306 6.615
C 16.767 17.894 7.165
O 16.860 17.098 8.039
O 17.815 18.519 6.584
H 19.017 19.118 4.228
H 17.527 19.639 3.439
H 17.701 17.978 3.990
H 17.686 20.457 5.779
H 15.357 19.128 4.741
H 15.451 20.289 6.107
C 22.316 22.222 12.428
C 23.686 21.621 12.420
C 23.886 20.411 13.341
O 24.580 19.469 12.528
C 24.417 19.799 11.237
O 24.659 19.097 10.311
O 23.908 21.049 11.122
H 22.028 22.684 13.373
H 21.597 21.413 12.280
H 22.181 22.934 11.614
H 24.469 22.361 12.620
H 22.916 20.007 13.637
H 24.441 20.611 14.254
C 18.492 22.698 11.457
C 18.005 23.490 10.258
C 19.097 24.214 9.460
O 18.786 23.902 8.095
C 17.847 22.939 8.048
O 17.486 22.397 7.049
O 17.404 22.633 9.275
H 17.635 22.464 12.092
H 19.167 23.353 12.008
H 18.946 21.745 11.183
H 17.296 24.234 10.632
H 20.096 23.839 9.683
H 19.027 25.283 9.643
C 20.896 20.484 8.273
C 20.044 19.527 9.085
C 20.305 18.048 8.817
O 20.891 17.583 10.036
C 20.961 18.560 10.939
O 21.501 18.473 11.998
O 20.380 19.689 10.472
H 21.940 20.467 8.595
H 20.555 21.519 8.260
H 20.914 20.087 7.252
H 18.995 19.803 8.959
H 20.952 17.817 7.971
H 19.397 17.464 8.655
C 20.897 27.424 9.117
C 22.329 27.855 8.906
C 22.773 27.689 7.451
O 23.290 28.964 7.069
C 23.061 29.865 8.052
O 23.344 31.015 7.985
O 22.462 29.280 9.106
H 20.190 28.031 8.557
H 20.631 27.431 10.173
H 20.819 26.392 8.765
H 22.979 27.405 9.657
H 21.935 27.457 6.793
H 23.542 26.933 7.304
C 19.535 20.479 13.930
C 19.801 19.392 14.924
C 19.396 18.012 14.453
O 20.481 17.168 14.814
C 21.499 17.915 15.278
O 22.530 17.495 15.691
O 21.197 19.239 15.212
H 18.456 20.643 13.803
H 19.893 20.236 12.933
H 19.847 21.459 14.299
H 19.346 19.690 15.874
H 19.246 17.952 13.370
H 18.407 17.701 14.796
C 22.893 24.015 8.391
C 23.907 23.310 7.513
C 25.083 22.759 8.291
O 25.432 21.572 7.566
C 24.361 21.180 6.859
O 24.274 20.182 6.221
O 23.366 22.109 6.929
H 22.305 23.289 8.954
H 22.213 24.634 7.806
H 23.442 24.656 9.087
H 24.153 23.964 6.672
H 24.747 22.414 9.274
H 25.918 23.444 8.402
C 14.462 30.066 8.927
C 15.397 28.903 8.703
C 16.748 29.234 8.075
O 17.641 28.336 8.740
C 17.040 27.842 9.840
O 17.493 27.042 10.600
O 15.801 28.358 9.970
H 14.231 30.552 7.976
H 14.925 30.845 9.537
H 13.551 29.710 9.399
H 14.864 28.144 8.125
H 16.991 30.283 8.255
H 16.751 29.032 7.008



No. 2
83
Properties=species:S:1:pos:R:3 method="wB97M-V/def2-TZVPD" smiles="CCOCCO[C@@]1(O)[C@H](CCCCOC(C)=O)OC(=O)[C@@H]1B(C)O.ClCCCl.ClCCCl.ClCCCl.ClCCCl" total_charge=0 homo_ev=-9.561 gap_ev=9.92 e_tot_ev=-141786.0845
C 2.178 2.294 1.619
C 0.773 2.571 2.155
O 0.669 2.049 3.478
C -0.591 2.259 4.099
C -1.259 0.943 4.551
O -2.553 0.641 4.015
C -2.674 0.223 2.698
O -2.389 1.218 1.738
C -1.924 -1.058 2.282
C -0.407 -1.025 2.047
C 0.041 -1.334 0.605
C 1.145 -2.407 0.502
C 0.623 -3.734 -0.023
O 0.487 -3.648 -1.452
C -0.748 -3.975 -1.931
C -1.431 -2.911 -2.742
O -1.229 -5.061 -1.721
O -2.666 -1.529 1.148
C -3.915 -0.977 1.141
O -4.624 -1.076 0.178
C -4.123 -0.276 2.462
B -5.355 0.700 2.634
C -6.602 0.636 1.673
O -5.333 1.600 3.665
H 2.112 1.868 0.615
H 2.693 1.566 2.246
H 2.760 3.210 1.533
H 0.022 2.125 1.497
H 0.588 3.650 2.172
H -0.408 2.864 4.993
H -1.253 2.841 3.458
H -0.567 0.110 4.416
H -1.441 1.025 5.623
H -2.742 2.058 2.053
H -2.134 -1.763 3.098
H -0.021 -0.052 2.333
H 0.046 -1.736 2.743
H -0.807 -1.643 -0.001
H 0.450 -0.417 0.175
H 1.926 -2.057 -0.175
H 1.618 -2.587 1.471
H -0.358 -3.945 0.412
H 1.298 -4.551 0.236
H -1.614 -3.270 -3.752
H -0.832 -2.001 -2.770
H -2.368 -2.654 -2.245
H -4.284 -1.074 3.203
H -7.467 1.121 2.142
H -6.392 1.132 0.725
H -6.885 -0.399 1.475
H -6.222 1.853 3.931
Cl 1.500 -0.703 -2.811
C 2.110 -1.800 -4.074
C 3.607 -1.724 -4.201
Cl 4.156 -0.164 -4.869
H 1.607 -1.551 -5.006
H 1.823 -2.808 -3.774
H 3.956 -2.501 -4.880
H 4.073 -1.858 -3.227
Cl -1.323 -0.866 -5.681
C -2.955 -0.564 -6.338
C -4.031 -0.649 -5.287
Cl -4.278 -2.313 -4.700
H -3.128 -1.278 -7.139
H -2.939 0.439 -6.761
H -4.977 -0.323 -5.715
H -3.799 -0.023 -4.429
Cl 3.990 5.528 0.403
C 3.601 7.115 1.112
C 2.535 7.014 2.173
Cl 0.947 6.579 1.489
H 3.295 7.774 0.304
H 4.518 7.502 1.554
H 2.417 7.978 2.664
H 2.791 6.266 2.919
Cl 7.369 -1.274 -2.834
C 7.504 -2.185 -1.310
C 6.327 -3.103 -1.109
Cl 4.819 -2.195 -0.824
H 7.588 -1.467 -0.498
H 8.420 -2.771 -1.361
H 6.490 -3.735 -0.238
H 6.173 -3.737 -1.979



No. 3
35
Properties=species:S:1:pos:R:3 method="wB97M-V/def2-TZVPD" total_charge=+3 homo_ev="-18.340 / -18.402" gap_ev="4.26 / 4.49" e_tot_ev=-64902.2605 de_lowest_kcal_mol=0.0
C -1.669 -2.171 -6.407
C -1.170 -1.231 -5.341
H -1.640 -1.690 -7.400
H -2.710 -2.441 -6.171
H -1.035 -3.071 -6.423
O -0.726 -0.117 -5.359
I -1.474 -2.427 -3.375
Pb 0.045 -0.493 -1.563
P -2.123 0.657 0.033
C -2.530 2.367 0.536
C -3.436 0.394 -1.211
H -2.568 -1.351 1.308
H -3.894 -0.130 1.485
H -2.335 0.042 2.378
C -2.805 -0.288 1.443
H -3.422 -0.644 -1.561
H -4.398 0.648 -0.728
H -3.615 2.432 0.718
H -2.244 3.064 -0.259
H -3.263 1.038 -2.078
H -1.981 2.638 1.446
C 0.539 1.991 -0.237
O 0.846 3.093 -0.155
Cl -0.796 -2.488 -0.166
Cl 4.244 -2.939 2.417
C 3.303 -1.523 2.371
C 3.563 -0.493 3.272
C 2.796 0.665 3.197
C 1.754 0.718 2.247
N 1.556 -0.258 1.370
C 2.250 -1.390 1.455
H 4.360 -0.591 3.994
H 2.956 1.529 3.843
H 1.104 1.595 2.228
H 2.026 -2.212 0.781



No. 4
19
Properties=species:S:1:pos:R:3 method="wB97M-V/def2-TZVPD" smiles="C=C(O)CCCC" total_charge=0 homo_ev=-8.639 gap_ev=9.53 e_tot_ev=-8462.2390 de_lowest_kcal_mol=48.8
C 1.836 -0.631 0.208
C 1.251 0.507 0.613
O 1.297 0.933 1.899
C 0.362 1.348 -0.245
C -1.112 0.943 0.015
C -1.397 -0.536 0.193
C -0.940 -1.232 -1.081
H 2.153 -0.727 -0.818
H 2.284 -1.312 0.926
H 1.817 0.286 2.396
H 0.487 2.416 -0.030
H 0.608 1.180 -1.299
H -1.525 1.551 0.831
H -1.640 1.041 -0.953
H -2.462 -0.641 0.436
H -0.858 -1.057 0.992
H 0.122 -1.629 -0.653
H -1.766 -1.810 -1.560
H -0.517 -0.631 -1.871



Please write out number 3 again, unchanged.
35
Properties=species:S:1:pos:R:3 method="wB97M-V/def2-TZVPD" total_charge=+3 homo_ev="-18.340 / -18.402" gap_ev="4.26 / 4.49" e_tot_ev=-64902.2605 de_lowest_kcal_mol=0.0
C -1.669 -2.171 -6.407
C -1.170 -1.231 -5.341
H -1.640 -1.690 -7.400
H -2.710 -2.441 -6.171
H -1.035 -3.071 -6.423
O -0.726 -0.117 -5.359
I -1.474 -2.427 -3.375
Pb 0.045 -0.493 -1.563
P -2.123 0.657 0.033
C -2.530 2.367 0.536
C -3.436 0.394 -1.211
H -2.568 -1.351 1.308
H -3.894 -0.130 1.485
H -2.335 0.042 2.378
C -2.805 -0.288 1.443
H -3.422 -0.644 -1.561
H -4.398 0.648 -0.728
H -3.615 2.432 0.718
H -2.244 3.064 -0.259
H -3.263 1.038 -2.078
H -1.981 2.638 1.446
C 0.539 1.991 -0.237
O 0.846 3.093 -0.155
Cl -0.796 -2.488 -0.166
Cl 4.244 -2.939 2.417
C 3.303 -1.523 2.371
C 3.563 -0.493 3.272
C 2.796 0.665 3.197
C 1.754 0.718 2.247
N 1.556 -0.258 1.370
C 2.250 -1.390 1.455
H 4.360 -0.591 3.994
H 2.956 1.529 3.843
H 1.104 1.595 2.228
H 2.026 -2.212 0.781